The following is a DFT calculation (ωB97M-V with the def2-TZVPD basis set) of C56H44BrI2N6O2RbS4 as an isolated structure.

Each line ends with the Löwdin charge.
Geometry (Å):
I (2.355, 1.366, -5.095)  0.729
I (0.692, -1.375, -6.650)  0.663
Rb (-0.719, -2.042, -1.352)  0.464
Br (-2.234, -4.286, 0.782)  0.766
S (-1.181, -0.299, 1.421)  0.945
S (2.697, -1.709, -1.988)  0.480
S (1.855, 0.684, -0.263)  0.933
S (2.047, -2.309, 0.880)  0.468
O (0.535, 0.886, -0.957)  -0.573
O (-2.422, -1.075, 1.108)  -0.573
N (-0.878, 1.469, -3.156)  -0.012
N (6.405, -1.275, -1.727)  0.115
N (-1.278, 0.306, -3.683)  0.028
N (-3.657, -1.865, -2.664)  0.082
N (5.450, -1.936, 2.392)  0.097
N (-5.108, -2.478, -1.133)  0.093
C (3.192, -2.013, -0.362)  -1.254
C (-0.453, 0.140, 5.889)  -0.271
C (4.636, 3.527, -2.509)  -0.293
C (-0.440, -7.893, -2.714)  -0.091
C (-0.786, -5.144, -1.882)  -0.170
C (2.963, 1.859, -1.049)  -0.351
C (-1.962, -6.061, 0.125)  -0.589
C (-2.461, -7.078, 0.891)  -0.170
C (2.874, 1.311, 2.131)  -0.045
C (-2.290, -8.412, 0.462)  -0.122
C (-5.086, -1.100, -1.109)  -0.120
C (-1.932, 0.460, 4.005)  -0.059
C (-3.101, 2.807, -0.238)  -0.015
C (5.524, 4.394, -3.362)  -0.059
C (-4.229, -2.894, -2.083)  -0.424
C (-2.172, 3.875, -0.176)  -0.161
C (0.644, 2.226, 1.824)  -0.128
C (1.728, 1.554, 1.330)  -0.257
C (-1.660, 0.588, 5.357)  -0.047
C (2.951, 1.802, 3.393)  -0.005
C (-2.441, 5.127, -0.787)  -0.048
C (-0.020, 4.766, 0.543)  -0.022
C (5.552, -1.541, -0.991)  -0.328
C (-0.939, 3.685, 0.492)  -0.112
C (4.558, -1.866, -0.026)  -0.436
C (3.307, 3.885, -2.275)  -0.072
C (0.209, -0.622, 3.694)  -0.059
C (-0.276, 3.989, 4.999)  -0.085
C (-0.640, 2.418, 1.073)  -0.142
C (0.712, 2.757, 3.158)  -0.106
C (4.276, 1.484, -1.268)  -0.057
C (-0.139, -5.519, -3.048)  -0.171
C (-1.533, 6.144, -0.732)  -0.093
C (-2.180, 0.631, -4.598)  -0.199
C (5.014, -1.915, 1.320)  -0.321
C (-1.498, 2.525, -3.705)  -0.128
C (-2.365, 2.027, -4.656)  -0.087
C (5.107, 2.324, -1.995)  -0.026
C (-1.631, -8.671, -0.704)  -0.072
C (1.873, 2.552, 3.937)  -0.160
C (-0.132, 0.336, 7.346)  -0.053
C (-1.269, -6.251, -1.107)  -0.268
C (-4.192, -0.744, -2.069)  -0.173
C (-0.359, 3.487, 3.731)  -0.019
C (-0.987, -0.131, 3.184)  -0.354
C (0.043, -6.858, -3.465)  -0.117
C (-1.116, -7.619, -1.503)  -0.191
C (0.469, -0.476, 5.047)  -0.023
C (-3.999, -4.328, -2.402)  -0.019
C (2.469, 3.052, -1.556)  -0.089
C (1.689, -0.645, -4.931)  -1.231
C (1.930, 3.074, 5.251)  -0.045
C (-1.577, 1.416, 0.992)  -0.273
C (-0.305, 5.959, -0.054)  -0.080
C (-2.806, 1.603, 0.329)  -0.045
C (0.883, 3.780, 5.774)  -0.099
H (3.822, 1.604, 4.005)  0.120
H (5.478, 4.076, -4.406)  0.078
H (-4.036, 2.952, -0.767)  0.114
H (-1.261, 3.641, 3.152)  0.119
H (-4.552, -4.616, -3.299)  0.080
H (-5.668, -0.528, -0.407)  0.101
H (0.695, 1.040, 7.460)  0.070
H (1.410, -0.836, 5.448)  0.125
H (6.125, 2.006, -2.193)  0.116
H (-0.194, 1.446, -2.396)  0.079
H (-2.383, 1.067, 6.008)  0.107
H (-1.285, 3.531, -3.384)  0.106
H (-3.382, 5.255, -1.309)  0.109
H (4.639, 0.526, -0.912)  0.069
H (0.570, -7.068, -4.393)  0.085
H (-1.109, 4.543, 5.414)  0.098
H (5.214, 5.439, -3.317)  0.069
H (2.559, -1.258, -4.732)  -0.072
H (-3.021, 2.584, -5.303)  0.078
H (-2.679, -9.221, 1.070)  0.085
H (2.923, 4.815, -2.681)  0.107
H (-2.861, 0.830, 3.586)  0.120
H (-1.748, 7.092, -1.210)  0.095
H (2.825, 2.898, 5.836)  0.110
H (-2.665, -0.147, -5.164)  0.097
H (6.564, 4.325, -3.041)  0.073
H (0.997, -0.667, -4.101)  -0.099
H (-3.877, 0.246, -2.362)  0.085
H (-0.311, -8.927, -3.022)  0.089
H (-3.474, 0.755, 0.257)  0.083
H (-0.990, 0.731, 7.891)  0.070
H (0.929, 4.626, 1.046)  0.123
H (-2.932, -4.496, -2.569)  0.047
H (-2.970, -6.858, 1.819)  0.078
H (0.940, 4.175, 6.781)  0.095
H (0.273, -4.748, -3.700)  0.069
H (-1.489, -9.694, -1.040)  0.095
H (3.667, 0.688, 1.726)  0.111
H (0.167, -0.605, 7.810)  0.078
H (-5.566, -3.079, -0.471)  0.147
H (-4.307, -4.968, -1.574)  0.070
H (0.417, 6.765, -0.017)  0.099
H (0.935, -1.088, 3.030)  0.057
H (1.426, 3.304, -1.413)  0.100

Values from the calculation:
Orbital gap in eV: 5.1
Total energy in eV: -202063.91226
Lowest unoccupied orbital energy in hartree: 0.1191
Charge: -2
Maximum force in Eh/bohr: 0.00839
Energy relative to the best compared isomer or geometry (same formula, charge and spin) in kJ/mol: 0.0